## A
2 unconnected molecules or ions with the total composition CH2NO2. Source: the OMol25 dataset; level of theory: ωB97M-V/def2-TZVPD.

Values from the calculation:
Frontier orbital gap: 0.20999 hartree
HOMO: -1.76 eV
Total charge: -1

The geometry in XYZ format:
```
6
Properties=species:S:1:pos:R:3:nbo_charge:R:1
C -1.20 1.85 1.25 1.02
N -0.01 -0.57 0.32 -1.39
O -1.47 1.65 2.37 -0.58
O -0.99 2.58 0.34 -0.60
H 0.77 -0.43 -0.25 0.28
H -0.79 -0.09 -0.25 0.26
```

## B
2 unconnected molecules or ions with the total composition CH2NO2. Source: the OMol25 dataset; level of theory: ωB97M-V/def2-TZVPD.

Values from the calculation:
Frontier orbital gap: 0.25201 hartree
HOMO: -2.45 eV
Total charge: -1

The geometry in XYZ format:
```
6
Properties=species:S:1:pos:R:3:nbo_charge:R:1
C 1.09 0.10 0.00 1.03
N -1.06 -0.34 -0.38 -1.30
O 1.24 1.24 0.07 -0.65
O 1.50 -0.99 0.13 -0.66
H -1.64 0.52 -0.42 0.28
H -1.13 -0.53 0.60 0.29
```

Which of the structures shown above is the most stable? The most stable is B.